# 1
Entry from the Open Molecules 2025 dataset: C24H28N3OPdS2 as an isolated structure (ωB97M-V/def2-TZVPD).

```
59
Properties=species:S:1:pos:R:3:forces:R:3:lowdin_charge:R:1
Pd -0.602 0.706 -0.778 -0.2 -0.3 0.4 0.616
O 1.310 -2.167 1.272 0.1 0.0 0.0 -0.160
C 2.682 -1.824 1.494 0.0 0.0 0.0 -0.231
C 3.522 -2.023 0.245 0.0 0.0 0.0 -0.174
C 3.100 -1.107 -0.903 0.0 0.0 0.0 -0.137
C 3.263 0.365 -0.611 0.0 -0.1 0.0 -0.289
C 4.458 0.867 -0.103 0.0 0.0 0.0 -0.017
C 4.591 2.226 0.111 0.0 0.0 0.0 -0.048
C 3.522 3.054 -0.191 0.0 0.0 0.0 -0.049
C 2.368 2.476 -0.686 0.0 0.0 0.0 -0.128
N 2.227 1.162 -0.891 -0.1 0.1 0.1 0.090
H 1.243 -3.125 1.212 0.0 0.0 0.0 0.091
H 3.084 -2.403 2.329 0.0 0.0 0.0 0.124
H 2.677 -0.774 1.791 0.0 0.0 0.0 0.122
H 3.444 -3.067 -0.074 0.0 0.0 0.0 0.118
H 4.573 -1.866 0.498 0.0 0.0 0.0 0.110
H 2.052 -1.281 -1.154 0.0 0.0 0.0 0.073
H 3.686 -1.350 -1.794 0.0 0.0 0.0 0.126
H 5.281 0.198 0.108 0.0 0.0 0.0 0.115
H 5.514 2.633 0.502 0.0 0.0 0.0 0.114
H 3.575 4.124 -0.049 0.0 0.0 0.0 0.110
H 1.512 3.093 -0.927 0.0 0.0 0.0 0.085
C -1.173 -3.586 -2.329 0.0 0.0 0.0 -0.092
C -0.959 -2.127 -2.091 0.0 0.1 0.1 -0.697
S -0.764 -1.570 -0.570 -0.1 0.0 -0.1 0.930
C -0.915 -1.210 -3.232 0.0 0.0 0.0 -0.713
C -1.067 -1.742 -4.619 0.0 0.0 0.0 -0.095
S -0.704 0.389 -2.994 0.1 0.1 -0.3 0.883
H -1.132 -4.143 -1.397 0.0 0.0 0.0 0.081
H -0.416 -3.976 -3.013 0.0 0.0 0.0 0.100
H -2.147 -3.753 -2.795 0.0 0.0 0.0 0.103
H -0.258 -2.439 -4.849 0.0 0.0 0.0 0.103
H -1.058 -0.939 -5.351 0.0 0.0 0.0 0.081
H -2.005 -2.294 -4.709 0.0 0.0 0.0 0.102
C -0.901 0.152 2.316 0.1 0.1 0.0 -0.182
N -0.843 1.114 1.224 0.0 0.1 -0.1 -0.116
C -1.069 2.371 1.447 0.1 0.0 0.0 -0.053
C -1.081 3.259 0.351 0.0 0.0 0.0 -0.326
C -1.249 4.634 0.186 0.0 0.0 0.0 -0.020
C -1.153 4.878 -1.186 0.0 0.0 0.0 -0.073
C -0.932 3.647 -1.806 0.0 0.0 0.0 -0.165
N -0.886 2.674 -0.880 0.0 0.0 -0.1 -0.143
C -2.276 -0.445 2.527 0.0 -0.1 0.0 -0.221
C -3.277 -0.375 1.564 0.0 0.1 0.0 -0.072
C -4.507 -0.983 1.784 0.0 0.0 0.0 -0.076
C -4.750 -1.664 2.966 0.0 0.0 0.0 -0.082
C -3.758 -1.726 3.937 0.0 0.0 0.0 -0.072
C -2.532 -1.119 3.718 0.0 -0.1 0.0 -0.042
H -0.561 0.629 3.240 0.0 0.1 0.0 0.130
H -0.182 -0.640 2.098 0.0 0.0 0.0 0.082
H -1.248 2.717 2.463 0.0 0.0 0.0 0.151
H -1.420 5.355 0.968 0.0 0.0 0.0 0.111
H -1.238 5.829 -1.685 0.0 0.0 0.0 0.100
H -0.804 3.437 -2.857 0.0 0.0 0.0 0.096
H -3.115 0.184 0.651 0.0 0.0 0.0 0.085
H -5.282 -0.911 1.032 0.0 0.0 0.0 0.106
H -5.710 -2.131 3.139 0.0 0.0 0.0 0.106
H -3.944 -2.242 4.870 0.0 0.0 0.0 0.108
H -1.765 -1.167 4.483 0.0 0.0 0.0 0.117
```
Positions in Å, forces in eV/Å.

Calculated values
- HOMO (eV) = -10.71
- LUMO (eV) = -5.4992
- maximum force (eV/Å) = 0.6
- HOMO-LUMO gap (eV) = 5.2
- energy above the lowest of the compared OMol25 structures with the same formula, charge and spin (kJ/mol) = 0.0
- charge = +1

# 2
Entry from the Open Molecules 2025 dataset: C44H46N6O4S2Sb2V as an isolated structure (ωB97M-V/def2-TZVPD).

```
105
Properties=species:S:1:pos:R:3:forces:R:3:lowdin_charge:R:1
V 0.829 -0.464 -0.796 -0.1 0.0 -0.1 0.694
N 3.165 0.700 0.800 0.0 -0.2 0.0 0.039
N 3.099 0.299 2.126 -0.2 -0.2 0.1 -0.069
C 2.016 -0.341 2.592 0.2 0.3 0.0 -0.781
N 1.989 -0.550 3.923 -0.1 -0.2 0.1 0.114
S 0.712 -0.849 1.667 0.0 -0.3 0.1 0.723
H 4.100 0.553 0.455 0.1 0.0 -0.1 0.097
H 2.869 1.670 0.680 0.1 0.1 -0.1 0.048
H 3.699 0.751 2.797 0.1 0.1 0.1 0.148
H 2.842 -0.523 4.457 0.0 0.0 0.0 0.112
H 1.237 -1.127 4.279 0.0 0.1 0.0 0.077
C 4.463 -7.179 2.034 0.0 0.0 0.0 -0.054
C 3.387 -6.397 1.333 0.0 0.0 0.0 -0.275
C 3.153 -5.061 1.658 0.0 0.0 0.0 -0.036
C 2.182 -4.325 1.002 0.0 0.0 0.0 -0.050
C 1.429 -4.923 0.001 0.0 0.0 0.0 -0.274
C 1.643 -6.249 -0.337 0.0 0.0 -0.1 -0.049
C 2.617 -6.978 0.333 0.0 0.0 0.0 -0.036
S 0.151 -3.999 -0.829 -0.2 0.0 0.0 0.577
O -0.185 -4.768 -2.003 0.0 0.0 0.0 -0.309
O -0.886 -3.717 0.127 0.0 0.0 0.0 -0.316
N 0.822 -2.592 -1.196 0.3 0.0 -0.1 -0.201
C 1.927 -2.497 -2.006 -0.2 -0.2 0.1 -0.380
C 2.491 -3.455 -2.864 0.1 0.0 0.0 0.008
C 3.594 -3.090 -3.604 0.0 0.0 0.0 -0.057
C 4.121 -1.798 -3.513 0.0 0.0 0.0 -0.075
C 3.506 -0.917 -2.654 0.1 0.0 0.1 -0.127
N 2.459 -1.262 -1.905 0.0 0.0 -0.2 0.010
H 4.517 -6.919 3.092 0.0 0.0 0.0 0.077
H 5.443 -6.974 1.596 0.0 0.0 0.0 0.084
H 4.285 -8.252 1.956 0.0 0.0 0.0 0.075
H 3.742 -4.594 2.441 0.0 0.0 0.0 0.111
H 1.997 -3.293 1.258 0.0 0.1 0.0 0.068
H 1.049 -6.699 -1.122 0.0 0.0 0.0 0.113
H 2.782 -8.017 0.071 0.0 0.0 0.0 0.112
H 2.042 -4.433 -2.952 0.0 0.0 0.0 0.103
H 4.044 -3.811 -4.275 0.0 0.0 0.0 0.110
H 4.976 -1.490 -4.096 0.0 0.0 0.0 0.098
H 3.859 0.103 -2.534 0.0 0.0 0.0 0.113
C -0.987 3.189 1.391 0.0 0.1 0.0 -0.423
C -0.859 3.155 2.915 0.0 0.0 0.0 -0.373
C -1.111 1.789 3.574 0.0 0.1 0.1 -0.390
Sb -2.388 0.346 2.597 -0.1 -0.1 -0.1 1.400
C -1.830 -1.291 3.869 0.1 0.1 0.2 -0.416
C -1.909 -2.586 3.366 0.0 0.0 -0.1 -0.152
C -1.433 -3.668 4.096 0.0 0.0 0.0 -0.078
C -0.869 -3.470 5.347 0.0 0.0 0.0 -0.095
C -0.794 -2.183 5.870 0.0 0.0 0.0 -0.110
C -1.270 -1.104 5.133 -0.1 0.0 0.0 -0.153
C -4.247 0.833 3.545 0.0 0.1 0.1 -0.412
C -5.385 0.150 3.119 0.0 -0.1 0.0 -0.149
C -6.637 0.454 3.636 0.0 0.0 0.0 -0.094
C -6.771 1.463 4.580 0.0 0.0 0.0 -0.096
C -5.649 2.158 5.006 0.0 0.0 0.0 -0.093
C -4.397 1.843 4.491 0.0 0.0 0.0 -0.137
Sb -3.042 3.460 0.761 0.0 -0.1 -0.1 1.454
C -2.830 5.519 0.204 0.0 0.1 0.1 -0.412
C -3.698 6.081 -0.731 -0.1 0.0 0.0 -0.157
C -3.633 7.430 -1.049 0.0 0.0 0.0 -0.091
C -2.704 8.249 -0.420 0.0 0.0 0.0 -0.096
C -1.846 7.708 0.526 0.0 0.0 0.0 -0.092
C -1.912 6.355 0.835 0.1 0.0 0.0 -0.134
C -2.834 2.651 -1.213 0.0 0.0 0.0 -0.393
C -3.186 1.316 -1.415 0.0 0.0 0.0 -0.150
C -3.127 0.743 -2.678 0.0 0.0 0.0 -0.086
C -2.746 1.509 -3.769 0.0 0.0 0.0 -0.091
C -2.402 2.841 -3.584 0.0 0.0 0.0 -0.110
C -2.431 3.404 -2.313 0.1 0.1 0.0 -0.132
H -0.594 2.281 0.934 0.0 -0.1 0.0 0.018
H -0.421 4.018 0.963 0.0 0.0 0.0 0.044
H -1.523 3.902 3.364 0.0 0.0 0.0 0.084
H 0.155 3.468 3.188 0.0 0.0 0.0 0.102
H -1.469 1.918 4.597 0.0 0.0 0.0 0.038
H -0.169 1.248 3.642 0.1 -0.1 0.0 0.016
H -2.293 -2.765 2.367 0.0 0.0 0.0 0.088
H -1.483 -4.663 3.671 0.0 0.0 0.0 0.108
H -0.493 -4.312 5.915 0.0 0.0 0.0 0.099
H -0.373 -2.022 6.856 0.0 0.0 0.0 0.099
H -1.202 -0.112 5.566 0.0 0.0 0.0 0.090
H -5.303 -0.634 2.372 0.0 0.0 0.0 0.091
H -7.508 -0.092 3.295 0.0 0.0 0.0 0.101
H -7.747 1.711 4.977 0.0 0.0 0.0 0.099
H -5.746 2.950 5.739 0.0 0.0 0.0 0.100
H -3.536 2.405 4.838 0.0 0.0 0.0 0.082
H -4.435 5.461 -1.234 0.0 0.0 0.0 0.099
H -4.311 7.844 -1.786 0.0 0.0 0.0 0.102
H -2.651 9.302 -0.665 0.0 0.0 0.0 0.100
H -1.122 8.340 1.027 0.0 0.0 0.0 0.101
H -1.228 5.960 1.580 0.0 0.0 0.0 0.086
H -3.506 0.708 -0.577 0.0 0.0 0.0 0.062
H -3.379 -0.302 -2.807 0.0 0.0 0.0 0.110
H -2.711 1.067 -4.757 0.0 0.0 0.0 0.107
H -2.110 3.451 -4.432 0.0 0.0 0.0 0.102
H -2.151 4.445 -2.192 0.0 0.0 0.0 0.089
O 0.141 0.266 -2.778 0.0 -0.1 0.0 -0.014
C 0.700 1.345 -2.537 0.0 0.2 0.2 -0.506
C 1.114 2.415 -3.517 -0.1 0.0 0.0 -0.064
C 1.797 3.437 -2.613 0.0 0.0 0.1 -0.065
C 1.851 2.748 -1.252 -0.2 -0.1 0.1 -0.478
O 2.495 3.150 -0.292 -0.1 0.2 -0.2 0.018
N 1.089 1.612 -1.267 0.2 0.2 -0.2 0.062
H 0.237 2.787 -4.038 0.0 0.0 0.0 0.100
H 1.777 1.973 -4.262 0.0 0.0 0.0 0.127
H 1.221 4.357 -2.505 0.0 0.0 0.0 0.124
H 2.804 3.715 -2.921 0.0 0.0 0.0 0.119
```
Positions in Å, forces in eV/Å.

Calculated values
- HOMO (alpha / beta) (eV) = -7.44 / -8.00
- LUMO (alpha / beta) (eV) = -0.0117 / -0.0155
- maximum force (eV/Å) = 0.4
- HOMO-LUMO gap (alpha / beta) (eV) = 7.4 / 8.0
- energy above the lowest of the compared OMol25 structures with the same formula, charge and spin (kJ/mol) = 50.4
- 2S+1 = 4
- charge = 0

# 3
Entry from the Open Molecules 2025 dataset: one molecule with the formula C3H7NS at a distorted geometry (ωB97M-V/def2-TZVPD).

```
12
Properties=species:S:1:pos:R:3:forces:R:3:lowdin_charge:R:1
C 0.076 1.380 -0.046 -1.1 -0.6 2.6 -0.069
N 0.087 -0.078 -0.068 1.7 0.2 -0.4 -0.297
C -1.123 -0.837 0.094 0.4 0.7 0.8 -0.052
C 1.253 -0.746 -0.166 -0.6 0.6 0.7 -0.694
S 2.770 -0.140 0.063 -0.2 -0.5 -0.5 0.582
H -0.361 1.833 -0.922 -0.5 0.0 -0.2 0.085
H -0.453 1.629 0.940 0.4 0.3 -1.6 0.120
H 1.082 1.731 0.057 0.5 0.1 0.0 0.013
H -1.592 -0.674 1.075 0.3 -0.1 0.0 0.101
H -1.761 -0.441 -0.624 -1.8 0.2 -1.4 0.067
H -0.933 -1.883 -0.077 0.0 -0.3 0.0 0.085
H 0.955 -1.775 -0.327 1.0 -0.6 0.0 0.060
```
Positions in Å, forces in eV/Å.

Calculated values
- HOMO (eV) = -8.30
- LUMO (eV) = 0.7698
- maximum force (eV/Å) = 2.9
- HOMO-LUMO gap (eV) = 9.1
- energy above the lowest of the compared OMol25 structures with the same formula, charge and spin (kJ/mol) = 52.4
- SMILES = CN(C)C=S
- charge = 0

# 4
Entry from the Open Molecules 2025 dataset: C30H52P2Re as an isolated structure at a distorted geometry (ωB97M-V/def2-TZVPD).

```
85
Properties=species:S:1:pos:R:3:forces:R:3:lowdin_charge:R:1
Re 0.404 -1.239 -0.047 -0.2 6.6 -2.4 1.259
C -0.186 -2.930 0.997 -0.6 -1.7 1.6 -0.357
C 1.174 -3.032 0.571 1.0 -2.6 0.9 -0.380
C 1.013 -1.252 2.031 0.0 -0.5 2.0 -0.346
C -0.284 -1.826 1.897 0.0 -0.9 2.1 -0.331
C 1.921 -1.987 1.203 1.1 -0.5 0.3 -0.364
C -1.276 -3.931 0.802 -0.3 -0.3 -0.5 0.000
H -0.990 -4.687 0.065 -0.1 0.1 0.0 0.087
H -2.202 -3.462 0.454 0.0 -0.1 0.0 0.079
H -1.523 -4.470 1.726 0.2 0.2 -0.1 0.111
C -1.399 -1.603 2.881 -0.3 0.0 -0.2 0.010
H -2.262 -2.243 2.646 0.3 0.2 0.2 0.092
H -1.746 -0.563 2.912 0.1 -0.4 0.1 0.057
H -1.011 -1.858 3.884 -0.3 0.0 -0.4 0.112
C 1.424 -0.388 3.185 0.0 0.3 0.0 -0.007
H 1.174 -0.929 4.121 0.3 0.3 -0.4 0.116
H 0.878 0.568 3.219 0.1 -0.3 0.0 0.043
H 2.506 -0.165 3.165 -0.6 -0.2 0.2 0.081
C 3.404 -1.867 1.267 0.8 -0.2 -0.2 -0.013
H 3.834 -2.603 1.975 -0.3 0.3 -0.3 0.115
H 3.733 -0.870 1.594 -0.2 -0.3 -0.1 0.065
H 3.871 -2.064 0.289 -0.1 0.1 0.3 0.094
C 1.760 -4.122 -0.273 0.0 -0.3 0.0 -0.011
H 2.210 -4.932 0.322 -0.2 0.3 0.0 0.110
H 2.554 -3.718 -0.904 -0.1 -0.2 -0.1 0.080
H 0.979 -4.582 -0.889 0.3 0.1 -0.1 0.085
C -1.270 -0.098 -3.900 -0.7 -0.7 -1.0 -0.138
C -1.495 -1.407 -3.666 -0.5 0.9 -2.0 -0.147
C -0.602 -2.512 -4.135 -0.1 -0.4 0.1 -0.156
C 0.897 -2.250 -3.913 0.2 -0.2 -0.6 -0.154
C 1.189 -1.409 -2.704 1.7 0.0 -0.4 -0.159
C 1.299 -0.075 -2.842 0.1 0.1 0.3 -0.182
C 1.148 0.712 -4.108 -0.2 0.4 -0.2 -0.159
C -0.206 0.455 -4.823 0.3 0.2 0.0 -0.149
H -0.774 -2.728 -5.202 0.0 0.1 0.3 0.138
H 1.263 -1.743 -4.818 0.2 -0.1 0.4 0.117
H -0.886 -3.419 -3.602 -0.1 -0.1 0.0 0.111
H -0.032 -0.209 -5.680 -0.3 0.1 0.3 0.120
H -1.997 0.656 -3.585 -0.1 -0.4 0.0 0.106
H -2.501 -1.741 -3.378 0.5 0.2 0.5 0.124
H -0.559 1.418 -5.230 0.0 -0.5 0.0 0.124
H 1.200 1.783 -3.851 0.1 -0.3 0.0 0.104
H 1.446 0.589 -1.994 0.2 -0.8 -0.2 -0.009
H 1.991 0.551 -4.804 -0.3 -0.1 0.3 0.136
H 1.434 -3.205 -3.869 -0.2 0.2 0.0 0.125
H 1.585 -1.966 -1.804 -0.3 0.8 -0.9 0.075
P -1.781 0.969 -0.325 2.4 -1.1 1.6 0.870
P 1.695 1.401 0.109 -0.4 -2.2 0.3 0.914
C -0.807 2.095 -1.355 -0.2 0.3 -0.3 -0.273
C 0.582 2.562 -0.867 0.8 0.4 0.6 -0.320
H -1.467 2.967 -1.447 0.2 0.1 -0.1 0.113
H -0.758 1.656 -2.352 0.1 0.0 0.1 0.056
H 1.200 2.877 -1.722 -0.4 0.1 0.1 0.091
H 0.460 3.440 -0.218 0.0 -0.1 -0.2 0.082
C 2.238 2.233 1.667 -0.1 0.3 -0.2 -0.218
H 3.004 1.597 2.149 -0.4 0.4 -0.4 0.049
H 1.402 2.396 2.373 0.6 0.0 -0.5 0.016
H 2.706 3.200 1.396 -0.2 -0.4 0.2 0.075
C 3.320 1.149 -0.698 -0.1 0.7 -0.4 -0.237
H 3.648 2.116 -1.087 0.5 -0.1 0.0 0.062
H 3.240 0.425 -1.512 0.2 0.2 0.3 0.032
H 4.026 0.763 0.042 -0.1 0.2 0.0 0.047
C -3.486 1.285 -0.170 -1.3 0.9 0.0 -0.136
H -4.019 0.338 -0.044 0.1 0.1 -0.1 0.091
H -3.851 1.810 -1.065 -0.1 -0.1 0.2 0.092
H -3.662 1.897 0.720 -0.1 0.0 -0.3 0.044
C -1.697 -0.675 -0.988 -0.5 -0.7 0.0 -0.298
H -2.019 -1.532 -0.370 -0.3 0.9 0.2 0.077
H -0.693 -0.927 -1.542 -0.9 0.1 -0.4 0.016
H -2.399 -0.668 -1.832 0.5 0.0 0.2 0.056
C -1.017 4.083 2.524 0.3 0.1 -0.2 -0.020
C -1.492 2.746 3.101 0.5 0.4 0.9 -0.619
C -0.985 2.551 4.525 0.1 0.1 0.4 -0.028
C -3.014 2.767 3.126 -0.3 -0.3 0.0 -0.029
C -1.014 1.677 2.240 -0.5 0.0 -1.7 -0.041
C -0.920 1.011 1.209 -1.2 0.3 -0.2 -0.236
H -1.431 4.894 3.127 0.1 0.0 0.0 0.108
H -1.382 4.200 1.496 0.0 0.1 0.1 0.089
H 0.076 4.166 2.515 -0.2 0.1 0.1 0.084
H -1.376 3.364 5.146 0.2 -0.2 0.0 0.104
H -1.351 1.598 4.923 0.1 0.2 0.1 0.099
H 0.110 2.558 4.577 -0.2 0.0 0.0 0.091
H -3.429 3.056 2.161 0.0 0.1 0.1 0.071
H -3.416 1.794 3.420 -0.1 0.1 0.0 0.104
H -3.327 3.512 3.858 -0.1 0.0 0.0 0.108
```
Positions in Å, forces in eV/Å.

Calculated values
- HOMO (alpha / beta) (eV) = -10.86 / -13.33
- LUMO (alpha / beta) (eV) = -5.7082 / -6.6716
- maximum force (eV/Å) = 7.0
- HOMO-LUMO gap (alpha / beta) (eV) = 5.2 / 6.7
- energy above the lowest of the compared OMol25 structures with the same formula, charge and spin (kJ/mol) = 574.6
- 2S+1 = 4
- charge = +2

# 5
Entry from the Open Molecules 2025 dataset: one molecule with the formula C5H7NO at a distorted geometry (ωB97M-V/def2-TZVPD).

```
14
Properties=species:S:1:pos:R:3:forces:R:3:lowdin_charge:R:1
C 1.897 0.494 0.730 -0.5 -1.2 1.8 -0.036
C 0.611 0.422 -0.082 2.2 0.3 -0.9 -0.298
C 0.267 0.629 -1.430 0.6 0.8 1.6 -0.046
C -1.049 0.115 -1.607 -1.2 1.6 -3.0 -0.114
C -1.382 -0.424 -0.452 -3.0 -1.4 3.8 -0.139
N -0.405 -0.221 0.476 -1.1 -0.8 -1.3 -0.212
O -0.299 -0.997 1.599 0.5 4.5 3.6 -0.001
H 1.899 1.134 1.700 -0.2 -0.6 -1.9 0.098
H 2.743 0.725 0.109 0.3 0.3 -0.1 0.059
H 2.055 -0.565 1.169 0.0 1.5 -0.9 0.099
H 0.877 1.289 -2.004 0.0 0.0 -0.8 0.086
H -1.899 0.309 -2.375 2.2 -0.4 1.0 0.138
H -2.354 -0.661 0.030 0.6 -0.3 -1.1 0.137
H -0.154 -0.123 2.297 -0.6 -4.3 -2.0 0.230
```
Positions in Å, forces in eV/Å.

Calculated values
- HOMO (eV) = -8.17
- LUMO (eV) = 0.5028
- maximum force (eV/Å) = 5.8
- HOMO-LUMO gap (eV) = 8.7
- energy above the lowest of the compared OMol25 structures with the same formula, charge and spin (kJ/mol) = 341.6
- SMILES = Cc1cccn1O
- charge = 0

# 6
Entry from the Open Molecules 2025 dataset: a 2-piece molecular cluster, CHCl2P overall at a distorted geometry (ωB97M-V/def2-TZVPD).

```
5
Properties=species:S:1:pos:R:3:forces:R:3:lowdin_charge:R:1
C 2.586 0.238 -0.431 -2.1 2.2 -0.1 -1.259
P -0.006 1.206 -0.416 1.2 -1.9 -0.2 0.505
Cl 3.588 1.129 0.672 -0.3 -0.9 -0.3 0.461
Cl 2.706 -1.410 -0.568 0.4 -0.7 0.4 0.541
H -0.641 -0.143 -0.662 0.8 1.3 0.2 -0.248
```
Positions in Å, forces in eV/Å.

Calculated values
- HOMO (alpha / beta) (eV) = -8.98 / -7.89
- LUMO (alpha / beta) (eV) = -1.4161 / -1.5196
- maximum force (eV/Å) = 3.1
- HOMO-LUMO gap (alpha / beta) (eV) = 7.6 / 6.4
- energy above the lowest of the compared OMol25 structures with the same formula, charge and spin (kJ/mol) = 496.4
- charge = 0